No. 1
Entry from OMol25: C33H32N4O3PSbSe4V as an isolated structure in a non-equilibrium geometry (ωB97M-V with the def2-TZVPD basis set).

Structure (XYZ):
```
79
Properties=species:S:1:pos:R:3:forces:R:3
V 0.486982 -0.526418 0.583248 -0.7 -3.1 -0.5
O 3.018347 0.590915 2.198721 -0.5 0.5 0.3
C 1.966307 0.691588 1.593689 3.7 1.7 1.0
O 1.862865 0.500884 0.315204 3.6 2.2 -0.4
C 0.702432 1.209223 2.169969 -1.0 1.3 0.1
C 0.660310 2.056715 3.279559 0.1 -0.2 0.3
C -0.481760 2.779981 3.491305 -0.1 0.0 -0.2
C -1.539600 2.726154 2.550173 0.2 -0.3 -0.1
C -2.654242 3.586896 2.583130 -0.1 0.2 0.1
C -3.602841 3.549201 1.595746 0.0 0.1 0.2
C -3.506974 2.631433 0.536808 0.3 -0.2 0.2
C -2.461649 1.746326 0.505720 -0.1 -0.3 -0.1
C -1.455331 1.790955 1.483644 -0.1 -0.2 0.1
N -0.349723 0.983808 1.382722 -0.1 2.0 1.5
H 1.541799 2.125385 3.901158 0.0 0.1 0.0
H -0.558399 3.451449 4.336177 0.0 0.1 0.0
H -2.719768 4.305410 3.390287 -0.1 0.0 0.0
H -4.435453 4.237999 1.622052 0.0 0.1 0.0
H -4.227092 2.621685 -0.271830 0.1 0.0 0.0
H -2.379025 1.034744 -0.308829 -0.2 0.2 0.0
N -1.224426 -3.468013 -0.034069 -0.1 0.3 -0.3
P -1.053557 -2.072773 0.924748 -2.2 -2.6 1.9
C -2.113329 -2.227647 2.400543 0.3 0.2 0.1
C -1.839054 -3.195694 3.363397 -0.2 0.0 -0.1
C -2.517433 -3.180692 4.570737 0.0 -0.1 0.0
C -3.464501 -2.196823 4.820866 0.0 0.0 0.1
C -3.740518 -1.232033 3.863736 0.0 0.1 0.0
C -3.062506 -1.243599 2.654399 0.0 -0.1 -0.1
C 0.516691 -2.425042 1.784065 0.0 -1.3 0.3
C 0.811232 -1.467689 2.746064 0.0 -0.6 1.4
C 2.012402 -1.477236 3.440902 0.2 -0.4 0.1
C 2.973190 -2.410212 3.101666 -0.1 0.2 0.2
C 2.688454 -3.390348 2.156094 -0.2 -0.2 -0.2
C 1.464653 -3.418225 1.514733 0.2 0.0 0.2
C -2.229414 -3.072402 -0.918917 -0.2 0.2 0.0
C -2.494064 -3.520181 -2.195826 -0.1 -0.1 0.0
C -3.509416 -2.873546 -2.884465 0.1 0.1 0.2
C -4.218835 -1.846086 -2.270006 -0.1 0.0 -0.1
C -3.865987 -1.450795 -0.995709 0.0 0.0 -0.1
N -2.871743 -2.051015 -0.335519 0.0 -0.3 -0.5
H -0.473293 -4.054856 -0.358907 0.1 0.2 0.0
H -1.095671 -3.958705 3.165452 0.0 0.0 0.0
H -2.290592 -3.928335 5.319653 -0.1 0.0 0.0
H -3.990664 -2.187947 5.766030 0.0 0.0 0.0
H -4.474402 -0.461301 4.059118 0.0 0.0 0.0
H -3.270250 -0.490516 1.902256 0.0 0.0 0.0
H 0.034849 -0.783895 3.072019 -0.1 -0.2 0.1
H 2.196806 -0.732582 4.200169 0.1 0.0 0.0
H 3.945870 -2.367062 3.569933 0.0 -0.1 0.1
H 3.431052 -4.131414 1.891887 0.0 0.0 0.1
H 1.256374 -4.198698 0.795809 0.1 0.1 0.0
H -1.896289 -4.293850 -2.655196 0.0 0.0 0.0
H -3.712207 -3.127497 -3.913705 0.0 0.0 0.0
H -4.981442 -1.307652 -2.811698 0.0 0.1 0.0
H -4.366935 -0.629480 -0.498520 0.1 0.0 0.0
O 1.796734 -2.098099 -0.616371 0.2 0.0 -0.2
C 2.432193 -2.087600 -1.699454 -0.2 -0.1 0.5
C 2.409652 -3.318728 -2.566987 0.0 0.0 0.1
C 1.448817 -3.090005 -3.745320 0.2 0.1 0.0
C 2.107504 -2.341089 -4.901264 -0.3 0.1 0.1
C 2.501147 -0.915306 -4.533991 0.1 -0.2 0.1
C 3.609424 -0.837032 -3.486259 -0.2 -0.1 -0.1
N 3.069973 -1.010064 -2.134539 0.0 0.3 0.0
H 2.056161 -4.143825 -1.947746 0.1 0.1 0.1
H 3.416054 -3.550776 -2.921752 0.0 -0.1 0.0
H 0.590114 -2.519850 -3.368271 -0.1 -0.1 -0.2
H 1.065478 -4.043879 -4.110861 0.0 0.0 0.1
H 1.393974 -2.303308 -5.725343 0.0 0.0 0.0
H 2.992289 -2.895941 -5.234014 0.0 0.0 -0.1
H 1.635969 -0.414200 -4.098278 -0.1 0.2 -0.3
H 2.785311 -0.370398 -5.433140 0.0 0.1 0.0
H 4.075996 0.146169 -3.501266 0.1 -0.1 0.0
H 4.377852 -1.595849 -3.660574 0.1 0.1 0.0
H 2.944829 -0.162960 -1.593431 0.0 -0.1 0.2
Se -1.822171 -0.727474 -5.143287 0.5 -1.0 0.4
Sb -1.331670 0.701899 -3.245882 -2.3 2.7 -4.6
Se -0.074848 2.516560 -4.352067 0.6 -0.4 0.9
Se -3.521855 1.753748 -2.882857 0.1 -0.3 0.8
Se -0.268310 -0.214611 -1.248809 -1.4 -0.6 -3.6
```
Forces are in eV/Å.

The calculation puts the largest force on an atom at 5.79 eV/A. Its total energy is -12852.704885 a.u. The value obtained for the orbital gap (alpha / beta) is 4.00 / 3.73 eV. The multiplicity is 2.

No. 2
Entry from OMol25: C33H32N4O4Ru as an isolated structure in a non-equilibrium geometry (ωB97M-V with the def2-TZVPD basis set).

Structure (XYZ):
```
74
Properties=species:S:1:pos:R:3:forces:R:3
Ru 0.106768 0.970285 0.614018 0.2 0.2 0.9
C 3.043318 1.137136 0.098694 0.2 0.0 0.0
N 1.913094 0.395263 -0.513784 -0.2 0.0 0.5
C 2.249889 -1.042541 -0.506411 0.1 -0.1 -0.1
C 1.734950 0.942610 -1.860038 -0.2 0.2 -0.3
C 2.619925 0.654555 -2.883982 0.1 0.0 0.1
C 2.577200 1.372269 -4.069532 0.1 0.0 -0.1
C 1.692604 2.434923 -4.182211 0.0 0.0 0.0
C 0.767296 2.696367 -3.186633 0.0 -0.1 0.1
C 0.697850 1.883363 -2.043366 0.0 -0.3 0.0
N -0.273593 1.912593 -1.059246 -0.2 0.3 -0.7
C -1.506839 2.527162 -1.164336 0.0 0.1 0.2
C -2.132859 2.959802 -2.346942 0.0 0.0 0.1
C -3.319883 3.668794 -2.302149 0.0 0.0 0.0
C -3.934558 3.951985 -1.091459 -0.1 0.1 0.0
C -3.407278 3.412659 0.069943 0.0 -0.1 0.0
C -2.238766 2.670706 0.033948 0.0 0.1 -0.3
N -1.791096 1.908664 1.208366 0.4 -0.2 0.0
C -2.814375 0.879824 1.489188 -0.1 0.0 0.1
C -1.625285 2.761972 2.399095 -0.1 0.1 0.0
H 3.942831 1.024055 -0.511800 0.0 -0.1 0.0
H 3.241302 0.745295 1.098201 0.0 0.0 0.0
H 2.799443 2.192134 0.169869 0.0 0.0 -0.1
H 3.305434 -1.201975 -0.743086 0.0 0.0 0.0
H 1.646539 -1.569884 -1.240081 0.0 0.1 0.0
H 2.060265 -1.452944 0.485753 0.0 0.0 0.0
H 3.370134 -0.117647 -2.758776 0.0 0.0 0.0
H 3.263539 1.137139 -4.871236 0.0 0.0 0.0
H 1.720823 3.068691 -5.059111 0.0 0.0 0.0
H 0.115328 3.550459 -3.277471 0.0 0.0 0.0
H -1.702218 2.714399 -3.304382 0.0 0.1 0.0
H -3.770255 4.002177 -3.228024 0.0 0.0 0.0
H -4.835092 4.549030 -1.053416 0.0 0.0 0.0
H -3.930632 3.556538 1.007780 0.0 0.0 0.0
H -3.765405 1.341185 1.765995 0.0 0.0 0.0
H -2.487898 0.245562 2.313498 0.0 0.0 0.0
H -2.973836 0.275833 0.598577 0.0 0.0 0.0
H -2.570536 3.224091 2.692622 0.0 0.0 0.0
H -0.895384 3.537301 2.188830 0.0 0.0 0.0
H -1.270796 2.150716 3.230669 0.0 0.0 0.0
O -1.869850 -2.762506 2.153940 0.1 -0.1 0.0
C -0.985582 -1.824614 1.808832 0.0 0.0 -0.3
O -0.981300 -1.355035 0.544216 0.3 0.2 0.3
C -0.215975 -1.179934 2.790084 -0.1 -0.3 -0.3
C -0.097948 -1.712575 4.091296 0.3 0.2 0.4
C 0.788537 -1.121864 4.966714 -0.5 -0.7 -0.1
C 1.443761 0.037977 4.590168 0.3 1.0 -0.6
C 1.174983 0.608544 3.339311 -0.4 -1.8 0.8
N 0.426429 -0.038334 2.421879 0.1 0.8 0.2
C 1.576785 1.954382 2.958583 0.5 1.5 -0.5
O 2.272762 2.712740 3.792914 0.0 -0.2 0.3
O 1.266378 2.477266 1.898187 -0.5 -1.0 -0.4
H -2.265950 -3.172216 1.371141 0.0 0.0 0.0
H -0.665461 -2.591012 4.361226 0.0 0.0 0.0
H 0.965556 -1.563705 5.937328 0.0 0.1 0.0
H 2.159512 0.499747 5.257473 -0.1 0.0 0.1
H 2.403345 2.286240 4.648152 0.1 0.0 0.1
C 1.141408 -5.889305 -1.047331 0.0 0.0 -0.1
C 1.012365 -5.330088 0.236433 -0.1 0.1 0.1
C 0.403981 -4.118510 0.415164 0.0 -0.1 0.0
C -0.125900 -3.389637 -0.682893 0.0 0.0 0.0
C -0.761041 -2.117628 -0.619999 -0.2 -0.1 -0.6
C -1.144169 -1.443196 -1.748305 -0.1 0.0 0.3
C -0.949832 -2.001337 -3.018085 0.1 -0.1 -0.1
C -0.383969 -3.237568 -3.133784 0.0 0.1 -0.1
C 0.036357 -3.948326 -1.987616 -0.1 0.1 0.1
C 0.666747 -5.207281 -2.128627 0.1 -0.1 0.1
H 1.631127 -6.845738 -1.170191 0.0 0.0 0.0
H 1.389108 -5.867002 1.096915 0.0 0.0 0.0
H 0.360088 -3.726534 1.417603 -0.1 0.1 0.1
H -1.591227 -0.459702 -1.642956 0.0 0.0 0.0
H -1.249591 -1.441533 -3.893405 0.0 0.0 0.0
H -0.224583 -3.682526 -4.107606 0.0 0.0 0.0
H 0.771195 -5.619734 -3.124333 0.0 0.0 0.0
```
Forces are in eV/Å.

The calculation puts the largest force on an atom at 2.02 eV/A. Its total energy is -1891.359171 a.u. The value obtained for the orbital gap (alpha / beta) is 5.27 / 5.03 eV. The multiplicity is 2. Its total charge is +1.